105
Properties=species:S:1:pos:R:3:mulliken_charge:R:1 method="wB97M-V/def2-TZVPD" e_above_lowest_kcal_mol=17.7 gap_ev=8.72 charge=-1 largest_force_ev_per_a=3.50 homo_energy_ev=-6.60
C -18.17 -8.43 -11.57 0.299
F -16.96 -8.74 -12.01 -0.159
F -18.64 -7.40 -12.26 -0.153
F -18.97 -9.48 -11.78 0.036
S -18.20 -8.00 -9.73 -0.033
O -17.52 -6.71 -9.68 -0.551
O -19.62 -8.02 -9.44 0.115
N -17.35 -9.33 -9.08 -0.325
S -17.59 -9.28 -7.50 0.478
O -16.39 -8.84 -6.84 -0.736
O -18.76 -8.62 -6.97 -0.491
C -17.73 -11.10 -6.98 0.542
F -16.58 -11.71 -7.20 -0.045
F -18.12 -11.12 -5.73 -0.246
F -18.64 -11.74 -7.73 -0.177
C -16.95 -3.59 -10.83 -0.983
C -18.14 -3.82 -11.72 0.448
O -18.15 -2.79 -12.71 -0.577
H -16.03 -3.95 -11.29 0.279
H -17.11 -4.23 -9.95 0.182
H -16.85 -2.59 -10.40 0.376
H -19.12 -3.86 -11.23 0.228
H -18.02 -4.82 -12.17 -0.182
H -18.83 -2.98 -13.36 0.294
C -17.80 -12.67 -11.67 -0.738
C -16.77 -12.68 -10.54 -0.173
O -15.99 -11.49 -10.49 0.222
H -17.28 -12.72 -12.63 0.343
H -18.39 -11.76 -11.64 -0.227
H -18.48 -13.53 -11.57 0.474
H -16.13 -13.55 -10.72 0.356
H -17.16 -12.82 -9.53 0.032
H -16.61 -10.82 -10.15 -0.068
C -13.99 -11.15 -14.56 -1.298
C -14.88 -10.60 -13.48 0.457
O -14.07 -10.07 -12.43 -0.375
H -14.65 -11.50 -15.36 0.391
H -13.37 -11.99 -14.26 0.296
H -13.38 -10.34 -14.99 0.395
H -15.33 -11.46 -12.98 -0.248
H -15.67 -9.95 -13.87 0.081
H -13.47 -9.42 -12.82 0.244
C -13.76 -6.82 -9.14 -1.353
C -14.31 -7.80 -10.18 0.271
O -14.71 -9.05 -9.65 0.278
H -13.03 -7.30 -8.49 0.284
H -14.55 -6.42 -8.50 0.256
H -13.28 -6.00 -9.68 0.422
H -13.58 -7.94 -10.98 0.211
H -15.13 -7.28 -10.69 -0.012
H -15.65 -8.90 -9.43 -0.124
C -22.24 -7.13 -11.76 -0.016
C -23.33 -7.04 -10.67 0.012
O -24.29 -8.04 -10.82 -0.579
H -22.68 -7.29 -12.74 0.376
H -21.83 -8.09 -11.41 -0.618
H -21.43 -6.42 -11.65 0.272
H -23.76 -6.03 -10.71 0.383
H -22.85 -7.06 -9.68 -0.148
H -24.89 -8.14 -10.08 0.317
C -21.27 -9.92 -14.23 -0.849
C -20.66 -11.30 -14.05 0.399
O -21.49 -12.08 -13.20 -0.577
H -20.61 -9.23 -14.77 0.411
H -21.59 -9.40 -13.32 -0.073
H -22.17 -10.04 -14.85 0.376
H -19.69 -11.23 -13.54 -0.361
H -20.52 -11.90 -14.95 0.356
H -21.99 -11.49 -12.62 0.259
C -21.40 -6.78 -7.20 -0.429
C -22.74 -6.51 -6.55 -0.459
O -22.64 -5.40 -5.66 -0.540
H -21.45 -7.70 -7.80 -0.062
H -20.68 -6.95 -6.41 0.421
H -21.08 -6.00 -7.89 0.275
H -23.02 -7.44 -6.03 0.315
H -23.56 -6.32 -7.26 0.216
H -23.17 -5.59 -4.88 0.306
C -17.34 -15.06 -4.54 -1.194
C -16.75 -14.73 -5.91 0.662
O -16.67 -15.82 -6.79 -0.562
H -17.58 -14.13 -4.02 0.296
H -16.55 -15.50 -3.92 0.315
H -18.13 -15.80 -4.48 0.335
H -15.76 -14.31 -5.71 0.155
H -17.32 -13.91 -6.36 -0.369
H -17.35 -15.79 -7.46 0.336
C -21.62 -11.93 -9.77 -1.199
C -22.02 -10.51 -10.14 0.871
O -23.08 -10.65 -11.13 -0.635
H -20.61 -11.97 -9.36 0.036
H -21.80 -12.64 -10.57 0.383
H -22.27 -12.25 -8.95 0.390
H -21.19 -9.96 -10.58 -0.564
H -22.49 -10.03 -9.28 0.385
H -23.76 -10.00 -10.94 0.337
C -11.80 -11.53 -6.92 -1.291
C -13.08 -10.98 -7.53 0.332
O -13.68 -11.70 -8.58 -0.322
H -10.95 -11.53 -7.61 0.304
H -12.04 -12.50 -6.49 0.363
H -11.52 -10.89 -6.08 0.366
H -12.82 -10.02 -7.98 -0.081
H -13.82 -10.84 -6.73 0.130
H -13.81 -12.61 -8.30 0.220